1.
ORCA calculation (the ωB97M-V functional and the def2-TZVPD basis) on a molecular structure, C59H71N4OP3S2Si2TeV.

Calculated values
HOMO energy (alpha / beta): -9.09 / -9.09 eV
net charge: +1
E_LUMO (alpha / beta): -3.09 / -3.09 eV

Each line ends with the Mulliken charge.
Element x y z (Å)
1 V -0.7029 0.2918 -0.7313  -1.61
2 S -2.0756 -1.5565 -0.6086  0.69
3 P -3.3195 -0.1605 0.1570  1.67
4 C -2.4627 1.3584 0.0747  -1.82
5 P -1.6236 1.4679 1.6135  1.64
6 S -0.2619 0.0367 1.8307  -0.72
7 C -2.7749 1.4779 3.0221  1.53
8 C -2.4455 0.8423 4.2097  -0.64
9 C -3.3343 0.8755 5.2684  -0.77
10 C -4.5423 1.5376 5.1398  -0.60
11 C -4.8745 2.1634 3.9481  -0.94
12 C -3.9896 2.1375 2.8866  -0.01
13 C -0.8376 3.0913 1.8596  0.74
14 C 0.4274 3.1625 2.4253  -0.36
15 C 0.9691 4.3911 2.7561  -0.79
16 C 0.2366 5.5464 2.5374  -0.66
17 C -1.0221 5.4786 1.9611  -0.89
18 C -1.5635 4.2527 1.6232  -0.26
19 C -4.7115 -0.0787 -0.9945  0.03
20 C -4.7574 0.9466 -1.9288  -0.35
21 C -5.8015 0.9983 -2.8346  -0.76
22 C -6.7980 0.0351 -2.7985  -0.74
23 C -6.7270 -1.0086 -1.8891  -0.85
24 C -5.6786 -1.0773 -0.9921  -0.15
25 C -4.0441 -0.8849 1.6601  0.54
26 C -5.3058 -0.4666 2.0680  -0.06
27 C -5.8694 -1.0073 3.2064  -0.96
28 C -5.1784 -1.9631 3.9360  -0.92
29 C -3.9152 -2.3657 3.5346  -0.94
30 C -3.3411 -1.8246 2.4005  0.00
31 H -1.5023 0.3153 4.2854  0.41
32 H -3.0833 0.3783 6.1934  0.46
33 H -5.2328 1.5590 5.9681  0.44
34 H -5.8284 2.6576 3.8435  0.45
35 H -4.2395 2.6014 1.9406  0.29
36 H 0.9843 2.2503 2.5952  0.40
37 H 1.9582 4.4460 3.1877  0.50
38 H 0.6475 6.5039 2.8267  0.45
39 H -1.5786 6.3862 1.7740  0.48
40 H -2.5419 4.1881 1.1683  0.35
41 H -3.9783 1.7020 -1.9195  0.21
42 H -5.8459 1.7944 -3.5609  0.48
43 H -7.6344 0.0947 -3.4798  0.40
44 H -7.4934 -1.7697 -1.8749  0.47
45 H -5.6148 -1.8904 -0.2839  0.41
46 H -5.8358 0.2710 1.4800  0.68
47 H -6.8527 -0.6902 3.5208  0.45
48 H -5.6299 -2.4028 4.8130  0.43
49 H -3.3746 -3.1086 4.1009  0.57
50 H -2.3529 -2.1347 2.0836  0.18
51 C 11.0162 7.1060 -0.2492  -0.84
52 O 9.7013 7.6103 -0.1691  -0.46
53 C 8.6732 6.7387 -0.1213  0.87
54 C 8.8082 5.3511 -0.0915  -0.53
55 C 7.6909 4.5417 -0.0640  -0.86
56 C 6.4099 5.0901 -0.0689  0.26
57 C 6.2781 6.4852 -0.0831  -0.53
58 C 7.3863 7.2936 -0.1037  -0.61
59 C 5.2156 4.2816 -0.1107  0.14
60 N 4.0043 4.7719 -0.2678  -0.85
61 C 3.1691 3.7093 -0.3276  0.76
62 C 3.8978 2.5173 -0.1963  -0.06
63 N 5.1977 2.9104 -0.0553  -0.05
64 C 3.3039 1.2368 -0.2945  1.15
65 C 3.9498 -0.0046 -0.2679  -1.20
66 C 3.1894 -1.1435 -0.4598  -1.58
67 C 1.8198 -1.0455 -0.6519  -0.58
68 N 1.1823 0.1167 -0.6783  1.05
69 C 1.9051 1.2388 -0.5135  -0.32
70 C 1.1592 2.4355 -0.6614  0.14
71 N -0.1469 2.2487 -0.9607  1.18
72 C -0.8598 3.3403 -1.2125  -0.21
73 C -0.3466 4.6303 -1.1312  -1.44
74 C 0.9794 4.8340 -0.8055  -0.54
75 C 1.7695 3.7062 -0.5824  0.14
76 H 11.6662 7.9756 -0.3245  0.24
77 H 11.1480 6.4787 -1.1357  0.35
78 H 11.2845 6.5342 0.6440  0.34
79 H 9.7825 4.8909 -0.0862  0.41
80 H 7.8335 3.4703 -0.0537  0.23
81 H 5.2849 6.9051 -0.0888  0.49
82 H 7.2940 8.3680 -0.1108  0.44
83 H 5.9950 2.3105 0.0665  0.22
84 H 5.0151 -0.0742 -0.1162  0.51
85 H 3.6579 -2.1129 -0.4611  0.75
86 H 1.2042 -1.9328 -0.7664  -0.04
87 H -1.9044 3.1870 -1.4614  -0.05
88 H -1.0004 5.4675 -1.3083  0.57
89 H 1.4162 5.8172 -0.7275  0.59
90 C -0.4535 -2.8206 -4.6657  -1.73
91 C -0.4452 -2.2295 -3.2590  0.31
92 P -0.4923 -0.3808 -3.0738  1.13
93 C -1.9083 0.0715 -4.1609  -0.29
94 C -1.9251 1.5687 -4.4423  -1.25
95 C 0.9751 0.0439 -4.1295  -1.11
96 C 1.5918 1.4230 -3.9244  -0.89
97 H -0.3028 -3.8953 -4.5824  0.45
98 H 0.3429 -2.4209 -5.2874  0.35
99 H -1.4056 -2.6633 -5.1647  0.39
100 H 0.4640 -2.5556 -2.7416  0.15
101 H -1.2991 -2.6217 -2.7005  -0.23
102 H -2.8202 -0.2355 -3.6352  0.14
103 H -1.8320 -0.4923 -5.0946  0.69
104 H -1.7861 2.1255 -3.5155  0.13
105 H -2.8704 1.8636 -4.8911  0.40
106 H -1.1280 1.8361 -5.1322  0.40
107 H 0.6549 -0.0689 -5.1711  0.62
108 H 1.7358 -0.7159 -3.9166  0.45
109 H 0.8743 2.2200 -4.0990  0.21
110 H 2.4222 1.5546 -4.6171  0.55
111 H 1.9775 1.5298 -2.9136  0.08
112 C -4.0380 -7.1755 0.7816  -1.16
113 Si -2.8877 -5.8581 0.0326  0.24
114 C -3.9499 -4.4002 -0.5761  -0.40
115 C -1.9186 -6.5653 -1.4472  -1.06
116 C -1.7035 -5.2887 1.4257  -0.77
117 Te -0.1831 -3.8886 0.7736  -0.08
118 C 1.2118 -5.4219 0.1268  -0.70
119 Si 2.6031 -5.7353 1.3912  0.30
120 C 3.6279 -7.1900 0.7215  -1.12
121 C 1.8402 -6.0510 3.1014  -1.06
122 C 3.7062 -4.1825 1.5034  -0.94
123 H -4.6613 -7.6151 0.0097  0.32
124 H -4.6979 -6.7384 1.5246  0.33
125 H -3.4908 -7.9802 1.2613  0.34
126 H -4.8739 -4.7579 -1.0174  0.63
127 H -3.4336 -3.8082 -1.3248  0.24
128 H -4.2065 -3.7370 0.2440  -0.28
129 H -2.6021 -6.8210 -2.2514  0.38
130 H -1.3768 -7.4698 -1.1862  0.34
131 H -1.2034 -5.8474 -1.8407  0.22
132 H -1.1825 -6.1249 1.8824  0.55
133 H -2.2710 -4.7923 2.2079  0.31
134 H 1.6252 -5.1090 -0.8273  0.54
135 H 0.6321 -6.3195 -0.0462  0.27
136 H 3.0429 -8.0992 0.6349  0.32
137 H 4.4674 -7.3988 1.3740  0.33
138 H 4.0262 -6.9677 -0.2631  0.33
139 H 1.1785 -6.9106 3.1071  0.34
140 H 1.2637 -5.1876 3.4238  0.32
141 H 2.6116 -6.2271 3.8434  0.38
142 H 4.3042 -4.0624 0.6052  0.24
143 H 4.3934 -4.2447 2.3408  0.45
144 H 3.1024 -3.2895 1.6350  0.23



2.
ORCA calculation (the ωB97M-V functional and the def2-TZVPD basis) on 7 unconnected molecules or ions with the total composition C59H73FN4O6PS.

Calculated values
HOMO energy: -10.02 eV
net charge: +1
E_LUMO: -3.80 eV

Each line ends with the Mulliken charge.
Element x y z (Å)
1 C 3.7486 -2.3351 -2.7664  -0.78
2 C 3.2136 -1.4806 -4.0186  0.58
3 O 4.0711 -0.7997 -4.6502  -0.56
4 N 1.7883 -1.4323 -4.4584  -0.08
5 C 1.0990 -2.7303 -4.2018  -0.91
6 C 1.1708 -0.3191 -3.6331  -0.69
7 C -0.4076 -0.1636 -3.9448  -0.19
8 C -1.2152 -0.7942 -2.6675  -1.18
9 C -2.6465 -0.0818 -2.5744  0.37
10 C -3.0334 0.5983 -1.1801  1.00
11 C -2.1450 0.3925 0.1364  -1.08
12 P -0.4974 1.3087 0.1669  1.06
13 O 0.5303 0.3258 0.7953  -0.66
14 O 0.1247 1.7290 -1.3588  -0.46
15 O -0.5685 2.7091 1.1250  -0.51
16 N -4.2983 -0.1735 -0.8070  -0.55
17 C -5.4569 0.4216 -1.4989  -0.13
18 N -6.6003 -0.1571 -1.9236  0.65
19 C -6.8404 -1.6165 -1.6993  -0.40
20 C -8.3549 -2.0065 -1.3402  -0.86
21 C -9.4116 -1.8281 -2.5419  -0.46
22 S -8.9195 -2.6196 -4.1456  -0.10
23 O -7.4959 0.6920 -2.5027  -0.31
24 C -7.4133 0.6601 -3.9431  0.22
25 O -8.4984 0.7991 -4.5700  -0.46
26 C -6.0788 0.5224 -4.7988  0.87
27 C -5.5626 1.7826 -5.6007  -0.65
28 C -4.2246 1.6826 -6.4146  -0.46
29 C -3.3559 0.3946 -6.4867  -0.43
30 C -3.8799 -0.8641 -5.7360  -0.44
31 C -5.2193 -0.7628 -4.9210  0.07
32 N -5.1145 1.8285 -1.6296  -0.13
33 C -3.7164 2.0745 -1.1703  -0.85
34 C -2.9026 3.3219 -1.7495  0.90
35 C -2.9532 3.4647 -3.3611  -0.68
36 F -3.5892 4.5148 -1.2399  -0.40
37 H 4.8766 -2.4955 -2.9048  0.32
38 H 3.5439 -1.7929 -1.7676  0.17
39 H 3.2748 -3.3744 -2.6791  0.31
40 H 1.7301 -3.5912 -4.6424  0.40
41 H 0.9284 -2.9604 -3.0923  0.30
42 H 0.0837 -2.7805 -4.7227  0.19
43 H 1.6767 0.6970 -3.8619  0.29
44 H 1.4068 -0.5342 -2.5264  0.36
45 H -0.7136 -0.6664 -4.9299  0.46
46 H -0.6134 0.9593 -4.0738  -0.09
47 H -0.5778 -0.7907 -1.7242  0.40
48 H -1.3760 -1.9061 -2.9497  0.49
49 H -2.6728 0.7430 -3.3886  -0.30
50 H -3.4425 -0.8825 -2.8262  -0.22
51 H -1.9392 -0.7227 0.2881  0.43
52 H -2.7495 0.7548 1.0490  0.58
53 H -0.5730 1.7940 -2.0521  0.12
54 H -0.1795 2.4351 1.9920  0.37
55 H -4.5468 -0.1256 0.1966  0.49
56 H -6.5025 -2.2956 -2.5536  0.25
57 H -6.2038 -1.9117 -0.7779  0.27
58 H -8.3392 -3.1361 -1.0778  0.36
59 H -8.7570 -1.4838 -0.3880  0.31
60 H -9.6595 -0.7070 -2.6189  0.29
61 H -10.3989 -2.3361 -2.2118  0.40
62 H -7.6028 -2.3179 -4.4708  -0.06
63 H -6.1733 2.7475 -5.5699  0.41
64 H -3.8550 2.6047 -6.9949  0.38
65 H -2.3662 0.2932 -7.0456  0.41
66 H -3.3040 -1.8590 -5.7323  0.39
67 H -5.5309 -1.7172 -4.3640  -0.02
68 H -5.4512 2.3385 -2.4586  0.41
69 H -3.8770 2.3381 -0.0556  0.37
70 H -1.8255 3.4115 -1.3846  0.06
71 H -3.0865 4.5655 -3.6968  0.44
72 H -1.9680 3.1043 -3.8132  0.16
73 H -3.8549 2.8950 -3.7692  -0.09
74 C -10.7676 -5.4112 -6.1066  0.09
75 C -11.8606 -5.5191 -5.2524  -0.21
76 C -12.9312 -6.3407 -5.5913  -0.44
77 C -12.9043 -7.0626 -6.7810  -0.41
78 C -11.8095 -6.9577 -7.6335  -0.33
79 C -10.7430 -6.1289 -7.2989  -0.51
80 H -9.9343 -4.7677 -5.8433  0.05
81 H -11.8785 -4.9612 -4.3213  0.32
82 H -13.7863 -6.4194 -4.9282  0.36
83 H -13.7368 -7.7070 -7.0431  0.35
84 H -11.7880 -7.5219 -8.5602  0.36
85 H -9.8921 -6.0431 -7.9663  0.34
86 C 6.0747 1.9325 1.2165  -0.62
87 C 5.6815 3.1321 0.6293  -0.47
88 C 4.3610 3.3118 0.2291  -0.75
89 C 3.4303 2.2947 0.4253  -0.07
90 C 3.8224 1.0970 1.0156  -0.17
91 C 5.1457 0.9141 1.4073  -0.82
92 H 7.1056 1.7916 1.5255  0.48
93 H 6.4057 3.9272 0.4832  0.42
94 H 4.0563 4.2443 -0.2345  0.41
95 H 2.3994 2.4361 0.1180  0.21
96 H 3.0957 0.3056 1.1696  0.53
97 H 5.4528 -0.0213 1.8625  0.73
98 C 7.3688 -2.3621 5.7415  -0.45
99 C 6.2767 -3.2038 5.5528  -0.50
100 C 5.1656 -2.7553 4.8453  -0.52
101 C 5.1503 -1.4674 4.3176  -0.44
102 C 6.2445 -0.6266 4.5033  -0.07
103 C 7.3518 -1.0722 5.2188  -0.47
104 H 8.2337 -2.7112 6.2963  0.41
105 H 6.2912 -4.2102 5.9583  0.41
106 H 4.3117 -3.4096 4.7042  0.38
107 H 4.2856 -1.1191 3.7616  0.50
108 H 6.2333 0.3774 4.0904  0.36
109 H 8.2021 -0.4150 5.3681  0.42
110 C 5.0656 -2.8417 8.7066  -0.24
111 C 5.0166 -3.7920 9.7220  -0.51
112 C 3.8194 -4.0401 10.3869  -0.35
113 C 2.6683 -3.3442 10.0292  -0.39
114 C 2.7166 -2.3965 9.0111  -0.42
115 C 3.9158 -2.1419 8.3526  -0.37
116 H 5.9992 -2.6462 8.1911  0.45
117 H 5.9127 -4.3394 9.9962  0.36
118 H 3.7830 -4.7762 11.1830  0.36
119 H 1.7337 -3.5409 10.5442  0.35
120 H 1.8185 -1.8551 8.7312  0.36
121 H 3.9547 -1.3992 7.5626  0.40
122 C 5.1600 3.9144 3.9962  0.34
123 C 5.6101 3.3913 5.2055  -0.57
124 C 5.8039 4.2308 6.2995  -0.51
125 C 5.5380 5.5928 6.1865  -0.52
126 C 5.0844 6.1150 4.9781  -0.47
127 C 4.8995 5.2768 3.8818  -0.56
128 H 5.0126 3.2609 3.1438  0.17
129 H 5.8107 2.3283 5.2955  0.54
130 H 6.1610 3.8238 7.2397  0.37
131 H 5.6842 6.2466 7.0399  0.37
132 H 4.8757 7.1765 4.8907  0.37
133 H 4.5511 5.6850 2.9388  0.43
134 C 9.8800 2.9969 3.1593  -0.45
135 C 8.8273 3.4247 3.9631  -0.25
136 C 8.4966 4.7761 4.0176  0.02
137 C 9.2135 5.6979 3.2601  -0.66
138 C 10.2638 5.2693 2.4534  -0.38
139 C 10.6001 3.9198 2.4060  -0.48
140 H 10.1397 1.9438 3.1197  0.40
141 H 8.2644 2.7046 4.5484  0.33
142 H 7.6807 5.1100 4.6487  0.33
143 H 8.9530 6.7506 3.2985  0.40
144 H 10.8214 5.9883 1.8617  0.38
145 H 11.4222 3.5869 1.7815  0.38



What E_tot values result from the calculations? In sequence: -6196.52842 -3801.30674 a.u..